i) {
  "formula": "C2H4O2",
  "method": "ωB97M-V with the def2-TZVPD basis set",
  "species": ["C", "O", "H", "H", "C", "O", "H", "H"],
  "positions_angstrom": [[-1.618, 2.005, -2.096], [-2.681, 1.496, -1.703], [-0.683, 1.437, -1.875], [-1.506, 2.954, -2.672], [1.602, -1.947, 2.117], [2.748, -2.488, 2.192], [0.741, -2.180, 2.788], [1.397, -1.277, 1.249]],
  "mulliken_charge": [-0.0035, -0.4072, 0.1864, 0.2242, 0.0041, -0.4174, 0.2254, 0.1879],
  "homo_ev": -10.42,
  "smiles": "C=O.C=O",
  "homo_lumo_gap_ev": 10.8
}

=====

ii) {
  "formula": "C2H4O2",
  "method": "ωB97M-V with the def2-TZVPD basis set",
  "species": ["C", "C", "O", "O", "H", "H", "H", "H"],
  "positions_angstrom": [[0.348, 0.231, -0.311], [-0.094, -1.050, 0.052], [-0.820, 3.067, 0.278], [-0.390, 1.188, 0.011], [1.305, 0.555, -0.581], [-0.922, -0.990, 0.699], [0.792, -1.400, 0.688], [-0.218, -1.601, -0.835]],
  "mulliken_charge": [0.0420, -0.8073, -0.1221, -0.3958, 0.4492, 0.2893, 0.2516, 0.2931],
  "homo_ev": [-10.29, -10.66],
  "homo_lumo_gap_ev": [9.8, 10.0]
}

=====

Ordering by calculated energy gives the sequence i), ii), with the first entry being the most stable.

=====

i) {
  "formula": "C2H4O2",
  "method": "ωB97M-V with the def2-TZVPD basis set",
  "species": ["C", "O", "H", "H", "C", "O", "H", "H"],
  "positions_angstrom": [[-1.685, -0.504, -0.342], [-1.241, -1.245, -1.174], [-2.756, -0.541, -0.092], [-1.028, 0.152, 0.237], [1.612, 0.346, 0.524], [1.316, 1.425, 0.963], [1.364, 0.091, -0.515], [2.098, -0.381, 1.189]],
  "mulliken_charge": [0.0410, -0.3786, 0.2617, 0.0841, -0.1769, -0.3868, 0.3136, 0.2420],
  "homo_ev": -10.29,
  "smiles": "C=O.C=O",
  "homo_lumo_gap_ev": 10.9
}

=====

ii) {
  "formula": "C2H4O2",
  "method": "ωB97M-V with the def2-TZVPD basis set",
  "species": ["O", "C", "C", "O", "H", "H", "H", "H"],
  "positions_angstrom": [[-1.496, -0.918, -0.042], [-0.990, 0.163, -0.060], [0.534, 0.356, -0.018], [1.249, -0.885, -0.078], [-1.581, 1.083, -0.097], [0.977, 0.928, -0.875], [0.743, 0.881, 0.971], [0.563, -1.608, 0.200]],
  "mulliken_charge": [-0.4776, 0.1558, -0.3229, -0.5146, 0.3515, 0.2612, 0.2085, 0.3382],
  "homo_ev": -10.40,
  "smiles": "O=CCO",
  "homo_lumo_gap_ev": 11.3
}

=====

Ordering by calculated energy gives the sequence ii), i), with the first entry being the most stable.

=====

i) {
  "formula": "C2H4O2",
  "method": "ωB97M-V with the def2-TZVPD basis set",
  "species": ["C", "C", "H", "H", "H", "H", "O", "O"],
  "positions_angstrom": [[0.741, -0.690, -0.152], [-0.414, 0.279, -0.193], [0.473, -1.640, 0.751], [1.727, 0.070, 0.389], [0.721, -1.086, -1.316], [-1.408, 1.546, 0.673], [-0.409, 1.363, 0.654], [-1.431, 0.159, -0.806]],
  "mulliken_charge": [-0.6968, 0.6351, 0.2374, 0.2621, 0.2557, 0.3476, -0.4895, -0.5515],
  "homo_ev": -10.51,
  "homo_lumo_gap_ev": 11.1
}

=====

ii) {
  "formula": "C2H4O2",
  "method": "ωB97M-V with the def2-TZVPD basis set",
  "species": ["O", "C", "C", "O", "H", "H", "H", "H"],
  "positions_angstrom": [[1.744, -0.037, -0.279], [0.695, 0.697, 0.127], [-0.204, -0.049, 0.857], [-1.551, 0.103, 0.623], [1.389, -1.012, 0.078], [0.332, 1.407, -0.624], [0.084, -0.390, 1.857], [-2.029, 0.140, 1.455]],
  "mulliken_charge": [-0.4845, 0.0640, -0.4007, -0.4785, 0.3897, 0.2714, 0.3032, 0.3354],
  "homo_ev": -8.10,
  "smiles": "O/C=C/O",
  "homo_lumo_gap_ev": 8.7
}

=====

Ordering by calculated energy gives the sequence i), ii), with the first entry being the most stable.

=====

i) {
  "formula": "C2H4O2",
  "method": "ωB97M-V with the def2-TZVPD basis set",
  "species": ["C", "O", "C", "O", "H", "H", "H", "H"],
  "positions_angstrom": [[-1.034, -0.116, 0.074], [0.265, -0.597, 0.402], [1.329, 0.106, -0.015], [1.435, 1.299, -0.105], [-0.953, 0.739, -0.599], [-1.588, 0.158, 0.972], [-1.533, -0.949, -0.429], [2.079, -0.638, -0.300]],
  "mulliken_charge": [-0.5597, -0.2939, 0.2442, -0.4794, 0.3193, 0.2198, 0.2202, 0.3295],
  "homo_ev": -10.93,
  "smiles": "COC=O",
  "homo_lumo_gap_ev": 11.9
}

=====

ii) {
  "formula": "C2H4O2",
  "method": "ωB97M-V with the def2-TZVPD basis set",
  "species": ["O", "C", "C", "O", "H", "H", "H", "H"],
  "positions_angstrom": [[0.867, 1.492, 0.051], [0.901, 0.287, -0.055], [-0.355, -0.545, 0.004], [-1.487, 0.263, -0.004], [1.848, -0.267, -0.188], [-0.284, -1.161, 0.920], [-0.361, -1.250, -0.840], [-1.150, 1.169, 0.108]],
  "mulliken_charge": [-0.5080, 0.1651, -0.3357, -0.5053, 0.3417, 0.2339, 0.2612, 0.3471],
  "homo_ev": -10.59,
  "smiles": "O=CCO",
  "homo_lumo_gap_ev": 11.5
}

=====

Ordering by calculated energy gives the sequence i), ii), with the first entry being the most stable.

=====

i) {
  "formula": "C2H4O2",
  "method": "ωB97M-V with the def2-TZVPD basis set",
  "species": ["C", "O", "H", "H", "C", "O", "H", "H"],
  "positions_angstrom": [[0.283, -0.597, 9.671], [0.150, 0.501, 10.226], [-0.597, -1.242, 9.436], [1.291, -1.016, 9.438], [1.052, -5.014, 10.987], [0.068, -4.285, 10.999], [1.068, -6.034, 11.440], [1.987, -4.673, 10.482]],
  "mulliken_charge": [0.0035, -0.4140, 0.2120, 0.1974, -0.0520, -0.3900, 0.2414, 0.2017],
  "homo_ev": -10.12,
  "smiles": "C=O.C=O",
  "homo_lumo_gap_ev": 10.6
}

=====

ii) {
  "formula": "C2H4O2",
  "method": "ωB97M-V with the def2-TZVPD basis set",
  "species": ["C", "O", "H", "H", "C", "O", "H", "H"],
  "positions_angstrom": [[-2.522, -3.624, 0.054], [-3.453, -3.259, 0.719], [-1.969, -4.551, 0.338], [-2.215, -3.127, -0.897], [2.554, 3.685, -0.058], [3.428, 2.806, 0.063], [1.837, 3.581, -0.906], [2.341, 4.489, 0.686]],
  "mulliken_charge": [-0.0477, -0.3730, 0.2079, 0.2128, -0.0252, -0.4045, 0.2084, 0.2213],
  "homo_ev": -10.27,
  "smiles": "C=O.C=O",
  "homo_lumo_gap_ev": 10.8
}

=====

iii) {
  "formula": "C2H4O2",
  "method": "ωB97M-V with the def2-TZVPD basis set",
  "species": ["O", "C", "C", "O", "H", "H", "H", "H"],
  "positions_angstrom": [[1.525, -1.007, -0.226], [0.349, -0.781, -0.334], [-0.518, -0.402, 0.875], [-0.080, -0.398, 1.994], [-0.183, -0.823, -1.308], [-1.572, -0.140, 0.644], [0.608, 1.851, -0.841], [-0.123, 1.939, -0.942]],
  "mulliken_charge": [-0.3935, -0.0745, 0.1421, -0.3920, 0.3610, 0.3307, 0.0248, 0.0015],
  "homo_ev": -10.16,
  "smiles": "O=CC=O.[H][H]",
  "homo_lumo_gap_ev": 9.2
}

=====

iv) {
  "formula": "C2H4O2",
  "method": "ωB97M-V with the def2-TZVPD basis set",
  "species": ["C", "C", "O", "O", "H", "H", "H", "H"],
  "positions_angstrom": [[0.413, -0.431, 0.827], [-0.441, 0.326, -0.236], [-1.602, 0.563, -0.047], [0.248, 0.513, -1.382], [0.418, -1.505, 0.578], [0.040, -0.214, 1.814], [1.389, -0.026, 0.438], [-0.466, 0.775, -1.993]],
  "mulliken_charge": [-0.7732, 0.5944, -0.5175, -0.4333, 0.2379, 0.2754, 0.2776, 0.3387],
  "homo_ev": -10.44,
  "smiles": "CC(=O)O",
  "homo_lumo_gap_ev": 11.2
}

=====

Ordering by calculated energy gives the sequence iv), i), ii), iii), with the first entry being the most stable.